A structure of composition C18H16N2O2S3SbSiV in a non-equilibrium geometry, computed with ωB97M-V/def2-TZVPD.

XYZ file:
```
44
Properties=species:S:1:pos:R:3:forces:R:3
V -1.202 -1.596 1.684 -0.6 -0.9 -0.6
O -1.451 0.098 2.361 0.0 1.1 0.5
N -0.428 0.847 2.631 0.0 1.2 0.3
N 0.690 0.179 2.401 -0.3 0.3 0.2
O 0.580 -1.088 2.023 0.9 -0.5 -0.1
C 1.902 0.778 2.530 0.7 0.3 0.1
C 1.995 2.013 3.200 -0.4 -0.2 -0.1
C 3.212 2.632 3.328 0.4 0.1 -0.1
C 4.362 2.063 2.784 0.1 0.1 0.0
C 4.270 0.847 2.110 0.2 0.3 0.2
C 3.064 0.196 1.989 -0.5 -0.2 0.0
H 1.090 2.437 3.605 0.0 0.1 0.0
H 3.278 3.573 3.861 0.0 0.0 0.0
H 5.314 2.567 2.877 0.1 0.0 0.0
H 5.162 0.416 1.673 0.0 -0.1 0.0
H 2.979 -0.747 1.469 0.0 0.0 0.0
S -2.792 -6.100 2.370 -0.1 -0.2 -0.1
Sb -1.462 -4.301 2.842 -0.2 -0.6 0.4
S -0.660 -3.504 0.653 0.4 -0.6 -0.6
S -2.995 -2.340 2.745 -0.4 -0.3 0.5
C 1.197 2.868 -1.220 0.1 0.2 0.0
C 1.583 1.554 -1.017 0.2 0.0 -0.1
C 0.633 0.585 -0.744 0.1 -0.1 -0.1
C -0.720 0.899 -0.654 -0.3 -0.3 0.3
C -1.083 2.227 -0.844 -0.1 0.1 0.0
C -0.145 3.203 -1.132 0.0 0.2 -0.1
Si -2.029 -0.455 -0.242 0.0 0.6 -1.2
C -2.197 -1.266 -1.975 -0.1 0.1 0.6
C -3.328 -1.043 -2.751 -0.1 0.1 0.1
C -3.469 -1.607 -4.006 -0.1 0.0 -0.2
C -2.480 -2.438 -4.506 -0.1 0.0 -0.1
C -1.346 -2.676 -3.745 0.1 -0.1 -0.2
C -1.205 -2.086 -2.503 0.1 0.0 0.1
H 1.936 3.629 -1.444 0.0 0.0 0.0
H 2.632 1.287 -1.065 0.0 0.0 0.0
H 0.949 -0.440 -0.586 0.1 0.0 0.1
H -2.126 2.498 -0.759 -0.1 0.1 0.0
H -0.464 4.227 -1.288 0.0 0.1 0.0
H -3.292 0.381 -0.179 0.2 -0.2 0.1
H -4.113 -0.411 -2.357 -0.1 0.1 0.0
H -4.357 -1.400 -4.592 0.0 0.0 0.0
H -2.593 -2.893 -5.483 0.0 0.0 0.0
H -0.576 -3.334 -4.125 0.1 0.0 0.0
H -0.317 -2.280 -1.916 0.1 -0.1 0.0
```
Forces are in eV/Å.

Computed properties:
**Total energy**: -3623.8527 Ha
**Charge**: -2
**Spin multiplicity**: 3

Mulliken population analysis, charges in e, atoms 1 to 5: 0.4856, -0.3653, -0.5727, 1.0623, -0.5110


A structure of composition C18H16N5O3PtS in a non-equilibrium geometry, computed with ωB97M-V/def2-TZVPD.

XYZ file:
```
44
Properties=species:S:1:pos:R:3:forces:R:3
Pt -0.479 -0.109 -0.346 -0.1 -0.4 -0.9
N 1.631 -3.560 -0.780 -0.1 -0.1 0.0
C 2.749 -2.761 -0.761 0.1 0.0 0.0
C 2.312 -1.483 -0.603 0.0 0.0 -0.1
N 0.945 -1.506 -0.536 0.3 -0.1 0.3
C 0.558 -2.769 -0.635 0.0 0.0 0.0
C -0.873 -2.953 -0.584 0.0 0.1 0.0
N -1.561 -1.823 -0.501 0.0 0.1 0.2
C -2.882 -2.153 -0.355 0.0 0.1 -0.1
C -2.986 -3.510 -0.378 -0.1 0.0 0.0
N -1.709 -4.000 -0.526 0.1 0.0 0.0
H 1.631 -4.561 -0.884 0.0 0.0 0.0
H 3.740 -3.166 -0.863 0.0 0.0 0.0
H 2.870 -0.565 -0.548 0.0 0.0 0.0
H -3.651 -1.406 -0.272 0.0 0.0 0.0
H -3.840 -4.160 -0.316 0.0 0.0 0.0
H -1.455 -4.973 -0.542 0.0 0.0 0.0
O -0.931 0.269 2.303 -0.3 0.1 0.2
S 0.404 -0.044 2.883 0.3 -0.1 0.1
C 0.252 0.100 4.659 0.0 0.0 0.0
C 1.402 0.137 5.432 0.0 0.0 0.0
C 1.279 0.235 6.809 0.0 0.0 0.0
C 0.020 0.313 7.389 0.0 0.0 0.0
C -1.121 0.298 6.597 0.0 0.0 0.0
C -1.011 0.191 5.218 0.0 0.0 0.0
C 0.543 -1.839 2.799 0.0 0.0 0.0
C 1.794 -2.435 2.774 0.0 0.0 0.0
C 1.884 -3.819 2.694 0.0 0.0 0.0
C 0.728 -4.587 2.634 0.0 0.0 0.0
C -0.521 -3.974 2.650 0.0 0.0 0.0
C -0.618 -2.593 2.727 0.0 0.0 0.0
H 2.382 0.101 4.971 0.0 0.0 0.0
H 2.165 0.267 7.429 0.0 0.0 0.0
H -0.073 0.399 8.463 0.0 0.0 0.0
H -2.098 0.378 7.053 0.0 0.0 0.0
H -1.882 0.201 4.576 0.0 0.0 0.0
H 2.692 -1.830 2.819 0.0 0.0 0.0
H 2.855 -4.297 2.691 0.0 0.0 0.0
H 0.800 -5.667 2.598 0.0 0.0 0.0
H -1.421 -4.577 2.625 0.0 0.0 0.0
H -1.578 -2.089 2.733 0.0 0.0 0.0
O -1.674 1.526 -0.512 0.4 0.5 0.4
N -0.729 2.359 -0.366 0.0 -0.4 0.0
O 0.369 1.723 -0.220 -0.5 0.2 -0.2
```
Forces are in eV/Å.

Computed properties:
**Total energy**: -1712.2400 Ha
**Charge**: +1
**Spin multiplicity**: 1

Mulliken population analysis, charges in e, atoms 1 to 5: 0.8044, 0.0685, -0.5359, -0.4401, -0.0572


An isolated molecule of C18H16N8O6 in a non-equilibrium geometry, computed with ωB97M-V/def2-TZVPD.

XYZ file:
```
48
Properties=species:S:1:pos:R:3:forces:R:3
C -4.327 -0.580 3.882 -0.3 1.4 0.8
N -2.900 -0.241 3.712 2.6 0.3 -0.1
C -2.429 1.081 3.686 -2.6 2.9 -0.2
O -3.269 1.981 3.697 0.7 -0.7 0.1
N -1.086 1.444 3.645 0.2 -1.5 0.0
C -0.673 2.856 3.805 -0.9 0.6 0.1
C -0.138 0.421 3.603 4.4 0.2 -0.3
N 1.130 0.689 3.852 -2.1 0.4 0.0
N 2.086 -0.274 3.651 -0.9 -0.5 -0.3
C 1.780 -1.600 3.438 0.4 -0.8 0.4
O 2.644 -2.449 3.352 0.4 0.1 -0.1
N 0.450 -1.953 3.429 -0.5 1.8 0.5
C -0.530 -0.919 3.035 -0.6 0.0 -0.3
C -0.580 -0.909 1.472 -0.4 0.8 -0.7
C 0.120 0.081 0.726 -0.8 -0.8 -1.8
C 0.145 0.061 -0.699 0.0 -1.1 1.4
C -0.492 -1.014 -1.391 0.6 2.2 0.5
N -0.394 -1.138 -2.762 0.6 0.8 -0.9
N 0.400 -0.277 -3.482 0.0 -1.3 -1.5
C 0.664 -0.626 -4.719 0.2 1.2 2.2
C 1.618 0.139 -5.555 0.3 0.2 -0.6
C 2.089 -0.289 -6.767 0.6 1.1 0.0
C 3.005 0.725 -7.230 -0.1 -0.2 0.9
C 3.067 1.695 -6.267 -1.8 -3.0 -0.6
N 3.890 2.840 -6.310 1.3 0.9 -0.7
O 3.782 3.647 -5.423 -0.2 0.4 0.6
O 4.695 2.954 -7.260 -1.4 -0.6 1.2
O 2.193 1.352 -5.234 0.3 0.3 0.0
C -1.294 -1.868 -0.682 -0.1 -0.5 1.6
C -1.305 -1.866 0.735 0.5 0.7 -0.7
C -1.922 -1.202 3.652 -1.3 -3.9 -0.4
O -2.226 -2.365 3.920 0.8 1.1 -0.2
H -4.706 -0.337 4.908 0.6 -0.1 -0.8
H -4.882 0.046 3.190 0.0 0.1 0.0
H -4.563 -1.609 3.684 0.6 -0.4 -0.2
H -0.883 3.220 4.826 0.1 -0.3 -0.4
H -1.180 3.541 3.105 -0.3 -0.7 0.2
H 0.373 2.992 3.592 0.4 -0.6 0.1
H 3.073 -0.061 3.815 -0.9 0.2 0.0
H 0.295 -2.902 3.123 -0.2 0.1 0.0
H 0.622 0.927 1.153 0.2 0.1 0.6
H 0.710 0.824 -1.228 -0.2 -0.3 0.0
H -1.024 -1.768 -3.236 0.1 -0.1 -0.1
H 0.290 -1.582 -5.118 0.2 0.5 -0.2
H 1.843 -1.224 -7.234 0.0 0.0 -0.2
H 3.634 0.744 -8.093 0.0 -0.1 -0.4
H -1.921 -2.564 -1.214 0.0 -0.3 0.0
H -1.874 -2.643 1.217 -0.2 0.0 0.3
```
Forces are in eV/Å.

Computed properties:
**Total energy**: -1584.8793 Ha
**Spin multiplicity**: 1
**SMILES**: CN1C(=O)N(C)C2=NNC(=O)N[C@@]2(c2ccc(N/N=C/c3ccc([N+](=O)[O-])o3)cc2)C1=O

Mulliken population analysis, charges in e, atoms 1 to 5: -0.9840, 0.1361, 0.2757, -0.6767, 0.2288


The evaluated relative energy (zero: lowest compared OMol25 entry of this formula, charge and spin) for the records listed, in turn: 23.6, 0.0, 0.0 kcal/mol.